[1]
{
  "formula": "C54H38Br2N2O31",
  "method": "ωB97M-V/def2-TZVPD",
  "homo_energy_ev": -9.29,
  "total_energy_ha": -9670.5802,
  "relative_energy_kcal_mol": 0.0,
  "smiles": "CNCc1ccc2c(c1Br)C(=O)N(CC(=O)Br)C2=O.O=C1C=C(O)C(=O)C=C1O.O=C1C=C(O)C(=O)C=C1O.O=C1C=C(O)C(=O)C=C1O.O=C1C=C(O)C(=O)C=C1O.O=C1C=C(O)C(=O)C=C1O.O=C1C=C(O)C(=O)C=C1O.O=C1C=C(O)C(=O)C=C1O",
  "orbital_gap_ev": 7.515,
  "max_force_ev_per_a": 0.76,
  "spin_multiplicity": 1,
  "symbols": ["C", "H", "O", "C", "C", "C", "H", "O", "H", "O", "H", "H", "H", "H", "H", "O", "H", "C", "C", "C", "C", "O", "H", "O", "H", "H", "C", "O", "C", "O", "C", "O", "C", "C", "O", "H", "O", "H", "O", "H", "C", "C", "C", "C", "H", "H", "C", "C", "H", "O", "O", "C", "C", "O", "C", "H", "C", "C", "C", "H", "C", "O", "O", "O", "H", "C", "C", "H", "H", "Br", "O", "O", "H", "O", "C", "O", "C", "H", "N", "Br", "O", "O", "C", "C", "H", "O", "C", "H", "H", "O", "C", "C", "C", "C", "H", "H", "C", "C", "C", "C", "C", "C", "C", "H", "O", "C", "O", "C", "H", "C", "C", "H", "C", "H", "C", "H", "C", "C", "O", "H", "H", "N", "H", "O", "O", "C", "C"],
  "xyz": [[-4.920, -4.081, 9.487], [1.430, -8.428, 2.999], [-4.130, -5.081, 7.500], [-3.679, 1.982, -2.466], [5.366, 5.477, -1.418], [6.138, 5.863, -0.257], [-2.039, 5.921, -1.578], [6.291, 6.549, -9.319], [-5.649, -3.800, 12.501], [0.683, -8.218, 3.594], [-0.854, -11.119, 0.443], [8.400, 4.469, 1.368], [-0.652, -0.895, -1.466], [-0.243, -6.067, 6.999], [4.275, 4.692, -3.198], [-1.495, -1.890, 3.842], [6.742, 2.323, -2.043], [-2.634, -9.648, 3.076], [-1.577, -8.865, 3.678], [-2.313, -10.491, 1.861], [-3.987, -6.453, 9.377], [-3.662, -3.279, 3.326], [-7.733, -1.235, -0.160], [2.488, 0.978, -3.750], [5.939, 6.823, 0.197], [-3.961, 2.460, -3.392], [-1.564, -2.956, 4.424], [0.127, -5.195, 6.758], [-1.090, -10.522, 1.313], [4.466, 0.681, -2.076], [7.063, 5.013, 0.212], [2.004, 5.441, -3.615], [-0.576, 1.587, -0.321], [-0.038, -9.723, 1.904], [-5.633, -3.382, 11.617], [-3.829, -5.621, 4.569], [2.988, 8.682, -5.537], [2.163, 8.091, -3.441], [7.824, 5.252, 1.265], [-3.932, -7.573, 11.187], [7.331, 3.672, -0.437], [3.764, 8.079, -6.424], [-0.556, -3.448, 5.341], [-5.462, -0.085, -0.061], [1.638, 4.540, -3.511], [-1.501, 9.480, -1.514], [-4.244, 0.611, -0.558], [-0.129, 5.606, -2.575], [3.477, 6.075, -5.771], [-1.877, 8.584, -1.404], [-5.726, -0.513, 1.029], [-7.756, -0.440, -0.902], [-4.346, -5.147, 8.697], [-3.784, -9.685, 3.474], [0.329, -0.473, -1.208], [2.327, -0.550, -5.905], [-8.424, -0.956, -2.155], [4.441, -0.123, -3.126], [1.277, 7.606, -3.065], [3.032, 9.639, -5.735], [-1.162, 6.416, -1.970], [-6.730, 1.419, -2.872], [0.268, 9.639, -2.405], [1.104, -9.661, 1.487], [-4.099, -10.955, 1.992], [3.278, 0.106, -4.059], [5.312, 8.481, -8.403], [-8.351, 0.395, -0.529], [5.791, 9.165, -9.089], [-7.774, -2.707, -2.676], [8.204, 2.991, 0.068], [6.009, -2.804, -4.823], [-5.181, -3.157, 8.991], [5.067, 5.022, -7.625], [-5.114, -4.280, 10.799], [-3.348, -11.176, 1.406], [5.362, -1.072, -3.351], [-1.666, 2.673, -2.465], [-6.376, -0.086, -1.147], [-2.533, -0.197, 1.540], [4.839, 3.895, -3.099], [-4.962, -5.635, 12.681], [-2.406, 2.084, -1.943], [-2.788, -3.809, 4.161], [-0.333, 2.643, -0.209], [4.502, 6.154, -1.945], [-1.944, -5.500, 5.636], [1.050, -0.877, -1.918], [-1.808, -8.277, 4.555], [-1.978, -6.586, 6.198], [-0.730, -4.647, 5.913], [-0.355, -8.897, 3.130], [-2.020, 1.446, -0.747], [5.622, 4.133, -2.057], [-0.434, 1.110, 0.647], [4.852, -3.063, -6.411], [-2.962, 0.704, -0.054], [0.233, 8.426, -2.485], [-0.999, 7.748, -1.925], [4.082, -1.672, -5.467], [5.505, 7.155, -8.446], [6.551, 3.288, -1.595], [4.827, 6.206, -7.482], [0.310, -2.830, 5.531], [4.073, -2.482, -6.512], [1.106, 6.280, -3.109], [-0.183, 4.393, -2.691], [5.241, -1.908, -4.526], [-3.317, -2.413, 3.040], [-4.586, 1.236, -1.755], [3.952, 6.753, -6.466], [6.235, 5.594, -9.120], [-5.999, 0.926, -2.061], [-3.367, -6.979, 7.682], [4.426, 9.027, -7.397], [0.155, 1.276, -2.195], [-4.750, -5.580, 11.482], [3.160, -0.725, -5.240], [4.165, 10.208, -7.265], [3.686, 1.268, -2.146], [0.587, -0.822, -0.208], [0.377, 0.985, -1.249], [6.195, -1.244, -2.684], [-3.462, -7.362, 8.579], [-9.271, -0.417, -2.777], [-4.185, -6.647, 10.691], [-2.957, -5.007, 4.742]],
  "lowdin_charge": [0.07, 0.12, 0.10, 0.02, -0.31, 0.08, 0.14, 0.12, 0.12, 0.12, 0.14, 0.12, 0.08, 0.12, 0.09, 0.03, 0.13, -0.31, 0.08, -0.24, -0.23, 0.12, 0.12, 0.09, 0.14, 0.13, -0.30, 0.12, 0.07, 0.11, -0.23, 0.09, -0.21, -0.31, 0.12, 0.14, 0.10, 0.12, 0.12, 0.14, -0.31, -0.22, 0.08, -0.35, 0.12, 0.12, -0.11, -0.30, 0.12, 0.13, 0.12, -0.14, -0.29, 0.11, -0.12, 0.14, -0.79, -0.23, 0.08, 0.13, 0.08, 0.16, 0.11, 0.10, 0.12, -0.32, 0.07, 0.15, 0.14, 0.72, 0.11, 0.11, 0.14, 0.11, -0.24, 0.12, 0.08, 0.09, 0.04, 0.95, 0.11, 0.10, 0.00, -0.22, 0.12, 0.10, -0.31, 0.07, 0.11, 0.05, -0.23, -0.23, -0.21, -0.23, 0.07, 0.12, -0.52, -0.30, -0.23, -0.24, -0.24, 0.07, -0.31, 0.14, 0.12, -0.22, 0.09, -0.31, 0.06, -0.08, 0.08, 0.12, -0.34, 0.09, -0.31, 0.09, -0.32, 0.07, 0.11, 0.12, 0.08, -0.10, 0.14, 0.12, 0.07, 0.07, 0.07]
}

[2]
{
  "formula": "C2H14O4S2",
  "method": "ωB97M-V/def2-TZVPD",
  "homo_energy_ev": -8.91,
  "total_energy_ha": -1181.7330,
  "relative_energy_kcal_mol": 126.1,
  "orbital_gap_ev": 3.702,
  "max_force_ev_per_a": 1.84,
  "spin_multiplicity": 1,
  "symbols": ["H", "H", "H", "H", "C", "H", "H", "H", "H", "H", "O", "H", "S", "H", "H", "H", "H", "O", "O", "O", "C", "S"],
  "xyz": [[1.479, -0.201, 1.863], [1.268, 1.539, -0.506], [-1.567, 0.422, -0.081], [-2.605, 0.254, 2.995], [0.467, 0.948, -0.014], [0.968, -2.210, -2.715], [-1.362, 2.021, -0.431], [1.758, 0.826, -3.822], [0.824, -0.113, -0.064], [1.929, -1.294, 2.834], [-2.405, 0.783, 2.197], [0.626, 0.389, -2.877], [-0.067, -1.569, -2.147], [-0.681, -2.396, 0.071], [0.016, -1.893, 1.357], [-0.792, 0.976, -1.715], [-1.531, 1.166, 2.337], [1.117, 1.175, -3.198], [1.638, -1.147, 1.927], [-0.785, -2.336, 1.030], [-0.889, 1.065, -0.647], [0.594, 1.597, 1.606]],
  "nbo_charge": [0.45, 0.31, 0.27, 0.48, -0.63, 0.12, 0.23, 0.47, 0.31, 0.49, -0.94, 0.47, -0.31, 0.47, 0.48, 0.23, 0.46, -0.97, -0.94, -0.98, -0.66, 0.19]
}